6
Properties=species:S:1:pos:R:3:forces:R:3 method="wB97M-V/def2-TZVPD" e_homo_ev=-8.908 energy_ha=-5316.58549 e_above_lowest_kcal_mol=74.8 homo_lumo_gap_ev=8.525
C -1.028 -0.350 0.481 0.208 0.675 -4.075
N -1.735 -0.768 -1.352 -1.112 -2.204 4.907
O -0.400 0.628 0.440 -0.544 -0.908 1.155
Br -3.633 -0.403 -0.913 0.742 0.108 -0.334
Br -0.922 0.386 -2.349 1.046 2.326 -1.988
H -1.208 -1.210 1.113 -0.340 0.002 0.334